Entry from the Open Molecules 2025 dataset: a 3-piece molecular cluster, C17H24N3 overall at a distorted geometry (ωB97M-V/def2-TZVPD).

Atoms and positions in Å:
C  2.2898  -0.8601  -1.9168
N  1.5161  0.3214  -2.3021
C  0.3109  0.5992  -1.9372
N  -0.2637  1.8309  -2.2743
C  -1.7071  1.4185  -2.2781
C  -1.7203  0.6048  -1.0032
N  -0.4873  -0.2170  -1.1805
C  -0.8624  -1.5410  -1.7693
H  2.3022  -0.9246  -0.8366
H  1.8716  -1.7728  -2.3044
H  3.2968  -0.7414  -2.2744
H  1.9725  1.0144  -2.8830
H  -0.0848  2.3874  -1.4286
H  -1.7672  0.7787  -3.1477
H  -2.4132  2.2293  -2.3022
H  -2.6508  0.0767  -0.8512
H  -1.5710  1.2985  -0.1844
H  -1.1235  -2.1942  -0.9519
H  -1.6892  -1.4519  -2.4578
H  -0.0545  -2.0103  -2.3049
C  -2.6729  -3.3987  3.0167
C  -1.6775  -3.3483  2.0512
C  -1.2360  -4.5157  1.4432
C  -1.7957  -5.7354  1.7962
C  -2.7928  -5.7859  2.7597
C  -3.2292  -4.6190  3.3719
H  -3.0142  -2.4889  3.4932
H  -1.2421  -2.3942  1.7753
H  -0.4525  -4.4779  0.6956
H  -1.4537  -6.6460  1.3224
H  -3.2294  -6.7365  3.0353
H  -4.0030  -4.6610  4.1267
C  2.4312  5.8575  0.3709
C  2.5799  5.4108  1.6771
C  2.6136  4.0506  1.9498
C  2.5053  3.1347  0.9134
C  2.3598  3.5837  -0.3929
C  2.3185  4.9439  -0.6665
H  2.4043  6.9183  0.1615
H  2.6709  6.1249  2.4843
H  2.7269  3.7047  2.9685
H  2.5385  2.0725  1.1255
H  2.2829  2.8682  -1.2052
H  2.2018  5.2912  -1.6850

Frontier orbital gap (eV): 8.29
LUMO (eV): -3.19
Net charge: +1

Charges obtained by Löwdin population analysis, quoted in units of e: atom 1 (C): 0.0021, atom 2 (N): 0.1130, atom 3 (C): -0.3594, atom 4 (N): 0.0950, atom 5 (C): -0.1124, atom 6 (C): -0.1200, atom 7 (N): -0.0196, atom 8 (C): 0.0085, atom 9 (H): 0.1059, atom 10 (H): 0.0771, atom 11 (H): 0.0999, atom 12 (H): 0.1702, atom 13 (H): 0.1321, atom 14 (H): 0.1231, atom 15 (H): 0.1317, atom 16 (H): 0.1352, atom 17 (H): 0.1286, atom 18 (H): 0.0842, atom 19 (H): 0.0984, atom 20 (H): 0.0723, atom 21 (C): -0.0963, atom 22 (C): -0.1179, atom 23 (C): -0.1118, atom 24 (C): -0.0915, atom 25 (C): -0.0842, atom 26 (C): -0.0859, atom 27 (H): 0.1012, atom 28 (H): 0.0861, atom 29 (H): 0.0918, atom 30 (H): 0.1037, atom 31 (H): 0.1060, atom 32 (H): 0.1055, atom 33 (C): -0.0799, atom 34 (C): -0.0764, atom 35 (C): -0.0853, atom 36 (C): -0.1033, atom 37 (C): -0.1273, atom 38 (C): -0.0915, atom 39 (H): 0.1080, atom 40 (H): 0.1087, atom 41 (H): 0.1066, atom 42 (H): 0.0951, atom 43 (H): 0.0682, atom 44 (H): 0.1044